DFT (wB97M-V/def2-TZVPD) results for a structure of composition C34H38N3O3S3Zn.

Last column: Mulliken charge in e.
CARTESIAN COORDINATES (ANGSTROEM)
Zn (-1.11782, 0.90222, -1.53676)  0.830
C (-5.08485, 4.66800, -1.89186)  -0.785
S (-4.71663, 3.35748, -3.06963)  -0.099
C (-3.39019, 2.52417, -2.23040)  0.465
S (-2.76968, 1.13136, -3.11762)  -0.467
N (-3.00322, 2.98580, -1.10619)  -1.028
N (-2.01019, 2.28811, -0.43749)  1.213
C (-1.39746, 3.04220, 0.51511)  -1.508
C (-0.57364, 2.56281, 1.48100)  0.440
C (0.21689, 3.42293, 2.32946)  -0.757
C (1.26646, 2.94937, 3.02553)  -0.739
C (1.59602, 1.53423, 2.92206)  -0.948
C (0.73681, 0.70565, 2.30953)  -0.298
N (-0.42675, 1.14428, 1.68948)  2.542
H (-5.91159, 5.24019, -2.31281)  0.313
H (-4.21786, 5.31004, -1.75291)  0.249
H (-5.36952, 4.24982, -0.92918)  0.242
H (-1.59065, 4.11316, 0.49816)  0.203
H (-0.03724, 4.47791, 2.34938)  0.369
H (1.87020, 3.60333, 3.64138)  0.328
H (2.51668, 1.14340, 3.33299)  0.429
H (0.91025, -0.36431, 2.25151)  0.176
C (-3.81592, 0.07794, 3.09670)  -1.608
C (-2.56314, 0.94403, 3.01667)  0.965
C (-1.85624, 1.03445, 4.36351)  -1.521
C (-1.64550, 0.37849, 1.93425)  -2.129
H (-4.51607, 0.46556, 3.84021)  0.459
H (-3.56093, -0.94927, 3.37905)  0.241
H (-4.33021, 0.04128, 2.13402)  0.361
H (-2.85636, 1.95051, 2.70383)  0.297
H (-1.55097, 0.03905, 4.70318)  0.259
H (-2.51846, 1.45876, 5.12239)  0.478
H (-0.96385, 1.65862, 4.30214)  0.278
H (-1.33729, -0.62682, 2.23942)  1.089
H (-2.22212, 0.30350, 1.00814)  -0.029
O (-1.35825, -1.14725, -1.06092)  -0.731
S (-0.63631, -1.96775, -0.02401)  1.611
C (-1.98814, -2.88223, 0.73195)  0.074
C (-3.29094, -2.56841, 0.38561)  -0.225
C (-4.33407, -3.21992, 1.03219)  -0.706
C (-4.06890, -4.16409, 2.01233)  -0.428
C (-2.75538, -4.46296, 2.35612)  -0.726
C (-1.70859, -3.81687, 1.71923)  -0.490
C (0.07952, -3.34424, -0.90944)  0.175
C (-0.59372, -3.89167, -1.99016)  -0.680
C (-0.01665, -4.94978, -2.67208)  -0.743
C (1.21656, -5.44879, -2.26615)  -0.419
C (1.88306, -4.88278, -1.18976)  -0.642
C (1.31847, -3.81168, -0.50905)  -0.169
H (-3.47105, -1.81300, -0.36915)  0.396
H (-5.35650, -2.97616, 0.77368)  0.431
H (-4.88519, -4.66352, 2.51849)  0.368
H (-2.54803, -5.19420, 3.12685)  0.398
H (-0.68119, -4.03873, 1.98591)  0.437
H (-1.54406, -3.47272, -2.29733)  0.439
H (-0.52444, -5.38353, -3.52379)  0.410
H (1.66580, -6.27429, -2.80391)  0.379
H (2.85509, -5.25625, -0.89421)  0.415
H (1.84725, -3.30975, 0.29038)  0.368
C (7.10083, 2.11173, -2.73331)  -1.567
C (5.70737, 1.64201, -2.40878)  0.627
C (4.86665, 2.40666, -1.61193)  -0.878
C (3.58016, 1.98861, -1.28660)  0.629
C (2.70521, 2.86802, -0.43393)  -1.182
C (3.13948, 0.74837, -1.75807)  0.616
C (3.96975, -0.04520, -2.55461)  1.035
C (3.51845, -1.38194, -3.08432)  -1.437
C (5.23855, 0.42314, -2.87925)  -0.890
C (1.75818, 0.24920, -1.40694)  0.321
O (1.64098, -0.88465, -0.92512)  -0.568
O (0.81273, 1.06418, -1.65228)  -1.145
H (7.14333, 3.19923, -2.80401)  0.370
H (7.44675, 1.69436, -3.67972)  0.377
H (7.80866, 1.80505, -1.95907)  0.274
H (5.21460, 3.36428, -1.23683)  0.344
H (3.29639, 3.66233, 0.02365)  0.379
H (2.21704, 2.30293, 0.35979)  -0.145
H (1.90736, 3.31571, -1.02667)  0.383
H (2.53231, -1.31547, -3.54648)  0.301
H (3.42960, -2.11162, -2.27941)  0.192
H (4.22655, -1.75154, -3.82712)  0.410
H (5.87581, -0.18305, -3.51602)  0.303

Computed properties:
- HOMO: -2.79 eV
- Total energy: -4682.39123 a.u.
- ΔE to the lowest compared entry with this formula, charge and spin: 0.170 eV
- Gap between HOMO and LUMO: 0.1864 Eh
- Charge: -1

---

DFT (wB97M-V/def2-TZVPD) results for a structure of composition C34H38N4P2S2Tl.

Last column: Mulliken charge in e.
CARTESIAN COORDINATES (ANGSTROEM)
Tl (-1.24535, -0.37627, -0.75486)  0.796
N (0.23514, 1.33745, 1.74866)  -0.125
P (-1.30636, 1.85897, 1.17333)  0.001
C (-1.37336, 3.59876, 1.71664)  0.378
C (-2.18087, 4.03359, 2.76438)  -0.388
C (-2.20129, 5.37751, 3.10860)  -0.743
C (-1.43014, 6.28985, 2.40446)  -0.544
C (-0.63151, 5.86176, 1.35259)  -0.634
C (-0.60683, 4.52250, 1.00382)  -0.314
C (-2.48178, 1.08509, 2.33931)  0.380
C (-3.75778, 0.80190, 1.85752)  -0.312
C (-4.70986, 0.22726, 2.68438)  -0.776
C (-4.38243, -0.09230, 3.99121)  -0.449
C (-3.11044, 0.18027, 4.47710)  -0.856
C (-2.16507, 0.77819, 3.65933)  -0.047
P (1.22340, 0.48249, 0.63487)  0.388
C (2.86262, 1.22114, 0.96712)  0.294
C (3.77958, 0.68579, 1.86806)  -0.355
C (4.98601, 1.33394, 2.09092)  -0.677
C (5.28408, 2.50979, 1.41793)  -0.550
C (4.37744, 3.04149, 0.51143)  -0.837
C (3.17213, 2.39810, 0.28315)  -0.306
C (1.41882, -1.18362, 1.36284)  0.551
C (1.19598, -1.51920, 2.69162)  -0.268
C (1.46989, -2.80278, 3.13663)  -0.735
C (1.96862, -3.75513, 2.25875)  -0.623
C (2.16581, -3.43698, 0.92189)  -0.579
C (1.88512, -2.15459, 0.47632)  -0.235
H (0.69619, 1.92285, 2.43420)  0.421
H (-2.79633, 3.32809, 3.30498)  0.355
H (-2.82123, 5.71337, 3.92940)  0.419
H (-1.45752, 7.33875, 2.66835)  0.388
H (-0.03350, 6.57511, 0.80074)  0.415
H (-0.00117, 4.17918, 0.17172)  0.320
H (-4.00208, 1.06134, 0.83136)  0.463
H (-5.70342, 0.01856, 2.30635)  0.430
H (-5.11569, -0.56148, 4.63393)  0.400
H (-2.85694, -0.07276, 5.49849)  0.427
H (-1.18074, 1.01109, 4.04677)  0.421
H (3.56011, -0.23589, 2.38911)  0.367
H (5.69861, 0.91667, 2.79041)  0.430
H (6.22777, 3.00920, 1.59330)  0.398
H (4.61515, 3.95268, -0.02202)  0.436
H (2.45976, 2.80062, -0.43041)  0.406
H (0.79484, -0.77963, 3.37431)  0.255
H (1.29356, -3.06587, 4.17136)  0.452
H (2.19523, -4.75237, 2.61343)  0.367
H (2.54550, -4.18084, 0.23244)  0.431
H (2.04384, -1.88419, -0.56514)  0.198
S (-1.95500, -2.60827, 1.55187)  -0.004
C (-2.39345, -3.65357, 0.32203)  -0.212
N (-3.70763, -3.76100, -0.04684)  -0.039
C (-4.14644, -4.50877, -1.08988)  -0.311
C (-3.27050, -5.22788, -1.83469)  -0.605
C (-1.90450, -5.21810, -1.46321)  -0.231
C (-1.48021, -4.46087, -0.41059)  -0.310
H (-4.35881, -3.24195, 0.52495)  0.229
H (-5.20937, -4.49814, -1.28259)  0.398
H (-3.61249, -5.81010, -2.67621)  0.423
H (-1.19959, -5.82827, -2.01306)  0.432
H (-0.44877, -4.43903, -0.09007)  0.351
C (0.17997, -1.35021, -6.59953)  -1.008
C (-0.41116, -1.73947, -5.24570)  -0.704
N (-0.64316, -0.60358, -4.36398)  0.046
C (0.29537, 0.10585, -3.71058)  0.021
S (-0.17307, 1.49548, -2.85785)  -0.302
N (1.55228, -0.35181, -3.72127)  0.037
C (2.67203, 0.29279, -3.04064)  0.132
C (3.33664, 1.36086, -3.89987)  -1.332
H (0.37400, -2.24380, -7.19248)  0.357
H (1.11653, -0.80274, -6.48797)  0.301
H (-0.51430, -0.71803, -7.15199)  0.320
H (0.23499, -2.45892, -4.73541)  0.261
H (-1.37532, -2.22270, -5.39433)  0.437
H (-1.52891, -0.13131, -4.43583)  0.286
H (1.78041, -1.10910, -4.34656)  0.255
H (3.38970, -0.48635, -2.77922)  0.414
H (2.29154, 0.73402, -2.12233)  -0.371
H (3.75176, 0.92552, -4.80985)  0.396
H (4.14446, 1.83567, -3.34291)  0.415
H (2.60951, 2.12434, -4.17447)  0.282

Computed properties:
- HOMO: -9.91 eV
- Total energy: -3188.88579 a.u.
- ΔE to the lowest compared entry with this formula, charge and spin: 0.000 eV
- Gap between HOMO and LUMO: 0.2729 Eh
- Charge: +1

---

DFT (wB97M-V/def2-TZVPD) results for a structure of composition C34H38N4P2S2Tl.

Last column: Mulliken charge in e.
CARTESIAN COORDINATES (ANGSTROEM)
Tl (-0.30300, 0.28230, -0.18860)  0.840
N (2.23320, 0.90270, 2.15120)  -0.357
P (2.79480, 0.29230, 0.62440)  0.011
C (4.49470, -0.23770, 1.04020)  0.542
C (5.64870, 0.34820, 0.53730)  -0.425
C (6.88370, -0.21990, 0.79950)  -0.706
C (6.97840, -1.38400, 1.54270)  -0.536
C (5.82860, -1.97140, 2.04840)  -0.650
C (4.59570, -1.40270, 1.79670)  -0.447
C (3.13020, 1.84990, -0.27780)  0.898
C (2.91990, 1.79650, -1.65160)  -0.508
C (3.16250, 2.90200, -2.44410)  -0.693
C (3.62260, 4.07300, -1.86650)  -0.509
C (3.82340, 4.13800, -0.49640)  -0.657
C (3.57850, 3.03160, 0.30110)  -0.472
P (0.72960, 0.17690, 2.62670)  0.146
C (1.02980, -0.08820, 4.41100)  0.389
C (0.75930, 0.85650, 5.39220)  -0.156
C (1.00140, 0.55940, 6.72130)  -0.747
C (1.50360, -0.67980, 7.08110)  -0.486
C (1.76210, -1.63080, 6.10640)  -0.745
C (1.52220, -1.33780, 4.77680)  -0.349
C (-0.37910, 1.64420, 2.68660)  0.549
C (0.01600, 2.95440, 2.94140)  -0.240
C (-0.93550, 3.95380, 3.04840)  -0.957
C (-2.28280, 3.65590, 2.90390)  -0.643
C (-2.68420, 2.35570, 2.64280)  -0.776
C (-1.73610, 1.35380, 2.53390)  -0.809
H (2.93780, 0.94700, 2.88170)  0.406
H (5.58220, 1.24550, -0.05940)  0.313
H (7.77570, 0.24270, 0.40700)  0.412
H (7.94020, -1.84530, 1.70890)  0.391
H (5.89220, -2.88170, 2.62440)  0.409
H (3.68960, -1.85820, 2.17540)  0.238
H (2.57390, 0.86910, -2.08960)  0.466
H (2.99560, 2.85330, -3.50930)  0.433
H (3.83560, 4.93240, -2.48500)  0.429
H (4.18600, 5.05510, -0.05490)  0.524
H (3.75960, 3.07390, 1.36770)  0.399
H (0.34920, 1.81660, 5.11850)  0.360
H (0.78700, 1.30040, 7.47620)  0.424
H (1.67720, -0.90950, 8.12110)  0.402
H (2.14180, -2.60160, 6.38630)  0.403
H (1.70190, -2.08180, 4.01160)  0.370
H (1.06670, 3.18570, 3.05840)  0.581
H (-0.62820, 4.96740, 3.26520)  0.487
H (-3.01990, 4.44180, 2.98880)  0.433
H (-3.73060, 2.12030, 2.53360)  0.436
H (-2.04850, 0.33020, 2.36130)  0.783
S (-0.20490, 3.11450, -1.05210)  -0.157
C (-0.12890, 4.69710, -0.52150)  0.485
N (0.82070, 5.09890, 0.37060)  0.493
C (1.00520, 6.39510, 0.70660)  -0.227
C (0.22600, 7.37450, 0.17130)  -0.786
C (-0.81090, 7.00760, -0.71280)  -0.267
C (-0.98760, 5.69740, -1.03860)  -0.721
H (1.44380, 4.38220, 0.73370)  -0.412
H (1.79180, 6.61400, 1.41080)  0.507
H (0.39510, 8.40810, 0.41540)  0.449
H (-1.46280, 7.76560, -1.11720)  0.437
H (-1.77040, 5.37720, -1.70600)  0.321
C (-4.37610, -1.24980, -4.71980)  -1.008
C (-3.03670, -1.25410, -3.98190)  -0.702
N (-3.15740, -0.97580, -2.56390)  -0.034
C (-3.29170, 0.23040, -1.98590)  0.157
S (-3.37080, 0.30160, -0.30190)  -0.360
N (-3.32810, 1.32860, -2.74190)  0.092
C (-3.43360, 2.67440, -2.22290)  -0.190
C (-4.88320, 3.14480, -2.16150)  -1.273
H (-4.21680, -1.49140, -5.76670)  0.358
H (-4.86120, -0.27800, -4.66380)  0.306
H (-5.04400, -1.99400, -4.29330)  0.309
H (-2.34570, -0.52880, -4.42390)  0.298
H (-2.57460, -2.23930, -4.07300)  0.420
H (-3.27230, -1.76380, -1.94490)  0.270
H (-3.38390, 1.22670, -3.74360)  0.230
H (-2.83610, 3.32350, -2.86850)  0.322
H (-2.99930, 2.68150, -1.21970)  0.034
H (-5.32730, 3.19380, -3.15380)  0.369
H (-4.93620, 4.13200, -1.71090)  0.368
H (-5.46230, 2.45790, -1.54980)  0.308

Computed properties:
- HOMO: -10.07 eV
- Total energy: -3188.87731 a.u.
- ΔE to the lowest compared entry with this formula, charge and spin: 0.231 eV
- Gap between HOMO and LUMO: 0.2784 Eh
- Charge: +1

---

Q: What is the formula in the third record?
A: C34H38N4P2S2Tl